C24H25B4N4O14PS | ωB97M-V/def2-TZVPD

Geometry (Å):
1 O -3.375 -3.962 3.524
2 P -2.409 -3.434 2.495
3 B -3.098 -1.755 1.862
4 O -2.344 -0.581 1.807
5 B -3.007 0.252 2.738
6 S -2.051 0.813 4.213
7 O -4.351 0.563 2.502
8 B -4.971 -0.713 2.395
9 B -6.276 -1.234 3.348
10 O -6.340 -0.775 4.662
11 O -7.248 -2.117 2.886
12 O -4.431 -1.641 1.467
13 H -2.221 -4.389 1.451
14 H -1.194 -3.180 3.197
15 H -1.541 -0.361 4.676
16 H -5.428 -0.534 4.887
17 H -6.915 -3.021 2.992
18 C 2.535 4.149 1.392
19 C 1.589 3.133 1.424
20 C 1.368 2.426 2.596
21 C 2.099 2.751 3.728
22 C 3.050 3.757 3.707
23 C 3.267 4.458 2.531
24 N 1.851 2.018 4.976
25 O 1.022 1.128 4.946
26 O 2.484 2.342 5.962
27 H 2.701 4.703 0.476
28 H 1.021 2.892 0.535
29 H 0.630 1.635 2.616
30 H 3.622 4.004 4.592
31 H 4.006 5.249 2.502
32 C -1.895 2.721 -4.205
33 C -2.902 1.770 -4.319
34 C -3.256 0.999 -3.221
35 C -2.598 1.196 -2.019
36 C -1.593 2.138 -1.894
37 C -1.240 2.902 -2.993
38 N -2.974 0.396 -0.844
39 O -3.840 -0.444 -0.987
40 O -2.386 0.619 0.199
41 H -1.620 3.322 -5.063
42 H -3.411 1.629 -5.264
43 H -4.037 0.257 -3.315
44 H -1.080 2.284 -0.953
45 H -0.453 3.641 -2.908
46 C 1.125 -0.931 -6.144
47 C 0.481 -0.200 -5.154
48 C 1.194 0.258 -4.057
49 C 2.547 -0.018 -3.966
50 C 3.200 -0.751 -4.943
51 C 2.482 -1.209 -6.037
52 N 3.306 0.487 -2.814
53 O 2.697 1.111 -1.964
54 O 4.499 0.255 -2.776
55 H 0.568 -1.284 -7.003
56 H -0.576 0.015 -5.237
57 H 0.686 0.825 -3.290
58 H 4.256 -0.969 -4.866
59 H 2.980 -1.781 -6.809
60 C 4.205 -2.567 2.009
61 C 2.881 -2.718 2.400
62 C 1.882 -2.812 1.444
63 C 2.223 -2.757 0.102
64 C 3.539 -2.599 -0.300
65 C 4.533 -2.503 0.661
66 N 1.170 -2.879 -0.915
67 O 0.020 -2.994 -0.532
68 O 1.507 -2.856 -2.083
69 H 4.984 -2.499 2.758
70 H 2.628 -2.765 3.451
71 H 0.853 -2.928 1.754
72 H 3.801 -2.552 -1.348
73 H 5.565 -2.382 0.359

The HOMO energy is -9.689 eV. The maximum force comes out at 5.69 eV Å⁻¹. The value obtained for the gap between HOMO and LUMO is 0.325 Ha. For the total energy, the calculation gives -82744.7364 eV.